(1)
Density functional theory data (ωB97M-V/def2-TZVPD) for a 2-piece molecular cluster, C2H2O4P overall in a non-equilibrium geometry.

Geometry as XYZ:
```
9
Properties=species:S:1:pos:R:3:forces:R:3:nbo_charge:R:1
C -2.10070 0.00981 0.35872 2.599 -1.951 -1.325 0.759
C -0.61828 -0.30924 -0.44431 -2.676 3.669 -1.714 0.304
O -2.98748 0.43102 -0.30744 -1.999 1.149 -0.962 -0.694
O -1.80073 -0.35656 1.45919 -0.559 -0.088 3.365 -0.706
O 0.13415 -1.17520 -0.46171 1.521 -3.685 0.409 -0.640
O 1.10907 1.55009 -0.12305 0.402 1.549 0.206 -0.854
P 2.26872 0.60319 -0.10374 -0.717 -1.668 -0.207 0.936
H 1.92239 -0.43901 0.81307 0.661 0.414 0.513 -0.056
H 2.07285 -0.31409 -1.19073 0.768 0.612 -0.284 -0.050
```
Positions in Å, forces in eV/Å.

LUMO level (alpha / beta) in eV: 3.97 / 1.38
Charge: -1
HOMO-LUMO gap (alpha / beta) in eV: 5.1 / 6.7
E_HOMO (alpha / beta) in eV: -1.11 / -5.28
Spin multiplicity: 3

(2)
Density functional theory data (ωB97M-V/def2-TZVPD) for C10H21N8O2PtSe as an isolated structure.

Geometry as XYZ:
```
43
Properties=species:S:1:pos:R:3:forces:R:3:nbo_charge:R:1
Pt -0.33769 -0.05057 -0.20652 -0.677 0.117 -0.279 0.847
N 0.43033 -1.95392 0.01058 -0.159 -0.141 0.298 -0.750
C 1.77059 -2.08428 0.65034 0.048 -0.009 0.012 -0.212
C 2.93256 -1.52768 -0.16213 -0.006 -0.100 0.020 -0.533
C 2.92791 -0.03436 -0.37511 0.324 0.066 -0.011 0.798
O 3.63061 0.59925 0.57743 -0.141 0.079 0.042 -0.670
O 2.41430 0.53753 -1.30104 -0.041 0.015 -0.012 -0.599
H -0.22229 -2.39500 0.66323 -0.030 -0.068 -0.113 0.423
H 0.39795 -2.50786 -0.84155 0.053 0.109 -0.073 0.398
H 1.96457 -3.14548 0.81398 -0.041 -0.001 0.030 0.215
H 1.70712 -1.61043 1.62887 -0.015 0.075 -0.035 0.235
H 2.99157 -2.00043 -1.14367 -0.087 0.004 0.005 0.237
H 3.82980 -1.79374 0.39648 0.056 0.033 -0.089 0.259
N -0.16031 4.61853 -0.62222 -0.020 0.089 0.002 -0.617
C -0.54910 4.18631 0.70475 -0.034 -0.036 0.062 -0.248
C -0.34917 2.68834 0.82057 0.026 -0.002 -0.025 -0.235
N -1.04438 1.90917 -0.26089 0.130 0.048 0.100 -0.563
C -0.90522 2.54163 -1.60727 0.013 0.010 -0.033 -0.232
C -1.07718 4.04874 -1.58627 -0.065 -0.035 -0.053 -0.246
H 3.62997 1.54824 0.36916 -0.010 -0.081 0.011 0.503
H -0.15118 5.62727 -0.68705 0.023 0.012 0.002 0.377
H -1.59754 4.44002 0.93518 0.002 -0.009 0.004 0.168
H 0.07867 4.66896 1.45329 -0.010 -0.009 0.023 0.228
H -0.72709 2.31996 1.76904 0.040 -0.052 0.031 0.239
H 0.71128 2.44789 0.76147 0.019 0.034 -0.086 0.210
H -2.03364 1.87904 -0.02095 0.018 0.073 -0.010 0.400
H -1.65632 2.08899 -2.25267 0.051 -0.044 -0.036 0.208
H 0.08141 2.28136 -1.98736 0.022 0.077 0.060 0.230
H -2.12717 4.30228 -1.36123 -0.007 -0.012 -0.008 0.165
H -0.85138 4.42740 -2.58305 -0.018 -0.013 -0.013 0.226
Se -1.64316 -2.06149 3.70380 0.038 0.018 0.005 -0.092
C -1.08751 -0.87217 2.54575 0.019 -0.077 0.032 0.132
N -0.69416 -0.10684 1.74122 0.242 0.027 0.091 -0.706
N -2.84124 -1.93010 -4.09060 0.015 0.010 -0.010 -0.785
C -1.82405 -1.61646 -4.90885 -0.025 0.001 0.003 0.661
N -1.89347 -1.98256 -6.18953 0.004 0.016 -0.004 -0.754
N -0.73509 -0.96682 -4.52597 0.015 -0.023 0.018 -0.624
C -0.59536 -0.61337 -3.28730 0.100 0.154 -0.073 0.573
N -0.38531 -0.22488 -2.21719 0.126 -0.347 0.112 -0.547
H -3.65851 -2.41234 -4.42048 -0.001 -0.001 0.000 0.417
H -2.83044 -1.62469 -3.13298 -0.001 -0.001 0.002 0.419
H -2.69691 -2.43929 -6.58092 0.003 -0.006 0.002 0.412
H -1.12698 -1.73635 -6.79198 0.001 -0.003 -0.004 0.433
```
Positions in Å, forces in eV/Å.

LUMO level in eV: -2.62
Charge: +1
HOMO-LUMO gap in eV: 7.7
E_HOMO in eV: -10.33

(3)
Density functional theory data (ωB97M-V/def2-TZVPD) for C39H38ClN4O4ReS2Te as an isolated structure in a non-equilibrium geometry.

Geometry as XYZ:
```
90
Properties=species:S:1:pos:R:3:forces:R:3:lowdin_charge:R:1
Re -0.04034 1.39190 0.44582 -0.172 -2.214 1.698 0.941
C -0.12348 6.06915 2.97711 -0.353 0.677 0.428 0.016
O 0.67123 5.02316 2.41408 0.245 -0.833 -0.402 0.067
C 0.15147 3.93000 1.94869 -1.452 0.947 0.566 -0.567
O 0.89913 3.11650 1.37739 0.521 -1.722 -0.624 -0.170
N -1.18211 3.70401 1.99987 0.362 0.156 0.312 0.090
N -1.65606 2.45741 1.51932 -0.016 -0.422 0.307 -0.047
H 0.52690 6.94299 2.99975 -0.113 -0.149 -0.013 0.123
H -0.42075 5.82284 3.99774 0.044 -0.102 -0.065 0.120
H -0.99833 6.28061 2.35939 0.084 -0.023 -0.055 0.095
H -1.79697 4.23676 2.60482 0.127 -0.080 -0.068 0.176
H -2.56369 2.60170 1.06383 0.389 0.143 -0.170 0.113
H -1.78351 1.77964 2.37126 0.233 0.195 -0.091 0.071
S -1.23907 -0.48205 -0.35778 -0.120 1.934 0.623 0.768
C -0.06762 -1.73083 -0.51740 -0.982 -2.023 -0.253 -0.535
N -0.43017 -3.00312 -0.51118 0.898 2.268 0.140 -0.039
C 0.59550 -4.03050 -0.54345 1.082 -0.572 -0.181 -0.045
C 1.73849 -3.59302 -1.44381 -0.601 -0.811 -0.100 -0.052
N 2.21605 -2.28919 -1.02047 -1.568 1.041 0.540 -0.058
C 3.64819 -2.09609 -0.97164 1.212 0.117 0.159 -0.094
C 4.24749 -3.07969 0.01249 -0.022 -0.135 0.128 -0.233
C 3.90710 -2.99924 1.36207 0.044 0.001 -0.137 -0.042
C 4.46167 -3.87982 2.27529 -0.068 -0.029 0.016 -0.053
C 5.34753 -4.85881 1.84837 0.039 0.045 -0.162 -0.042
C 5.68656 -4.94458 0.50548 -0.025 -0.037 0.131 -0.039
C 5.13112 -4.06521 -0.41153 -0.018 0.129 0.022 -0.034
C 1.33317 -1.36648 -0.66226 1.929 -0.335 -0.432 -0.556
S 1.80557 0.26708 -0.47784 0.111 0.343 0.297 0.748
C -1.79998 -3.46023 -0.54953 -1.172 -0.288 -0.130 -0.092
C -2.11532 -3.90185 -1.96611 0.144 -0.008 -0.167 -0.218
C -1.99858 -2.98449 -3.01041 -0.097 -0.191 0.213 -0.049
C -2.30879 -3.36058 -4.30352 0.114 -0.014 -0.056 -0.053
C -2.71259 -4.66192 -4.56804 -0.022 -0.083 0.141 -0.038
C -2.82422 -5.57846 -3.53124 0.047 0.047 -0.223 -0.036
C -2.50805 -5.20696 -2.23527 -0.074 0.171 0.145 -0.025
H 0.16080 -4.96001 -0.91237 -0.052 0.150 -0.014 0.154
H 0.96435 -4.19574 0.47632 -0.159 0.033 -0.023 0.165
H 1.40450 -3.52974 -2.48693 0.086 0.044 0.077 0.162
H 2.55750 -4.31140 -1.38115 -0.085 0.122 0.059 0.149
H 3.86583 -1.07149 -0.66509 -0.067 -0.146 -0.164 0.092
H 4.06636 -2.26491 -1.96635 -0.093 0.065 -0.051 0.156
H 3.22224 -2.23515 1.70393 -0.081 0.162 0.092 0.110
H 4.21200 -3.80218 3.32220 -0.048 0.020 0.091 0.114
H 5.77925 -5.54664 2.55928 0.041 -0.033 0.053 0.121
H 6.39053 -5.69244 0.17503 0.041 -0.069 -0.054 0.121
H 5.41176 -4.13436 -1.45101 0.048 0.005 -0.192 0.122
H -2.47021 -2.65774 -0.23523 0.150 -0.144 0.090 0.101
H -1.90431 -4.30430 0.13625 0.089 0.123 0.045 0.155
H -1.67981 -1.97268 -2.80346 0.005 0.199 -0.057 0.083
H -2.22602 -2.64596 -5.10730 0.001 0.061 -0.093 0.114
H -2.93369 -4.96367 -5.57991 -0.073 -0.012 -0.078 0.122
H -3.15587 -6.58454 -3.73471 0.000 -0.102 -0.014 0.123
H -2.60315 -5.92566 -1.43535 -0.014 -0.095 0.133 0.124
Cl 2.08925 -1.26464 8.67082 0.095 -0.082 0.141 0.760
C 1.43879 -0.83529 7.15247 -0.256 0.252 -0.599 -0.655
C 2.26343 -0.25696 6.17911 -0.136 -0.206 0.421 -0.080
C 1.72999 0.11036 4.96133 -0.312 -0.226 -0.143 -0.019
C 0.36952 -0.08615 4.71268 -0.021 0.049 -0.429 -0.142
C -0.45605 -0.65178 5.68988 0.194 0.145 -0.217 -0.005
C 0.07649 -1.03804 6.89989 0.399 -0.001 0.144 -0.070
C -0.26134 0.41367 3.45118 -1.210 0.197 2.901 -0.553
O -1.40714 0.88306 3.53779 -0.242 0.021 -0.493 0.033
O 0.41365 0.36092 2.38048 1.043 1.273 -3.975 -0.141
H 3.30745 -0.09985 6.40175 0.072 0.040 0.009 0.113
H 2.35284 0.56970 4.20840 0.099 0.018 -0.062 0.117
H -1.50957 -0.77901 5.49068 -0.061 0.004 0.011 0.125
H -0.54570 -1.48326 7.66009 -0.038 -0.030 0.077 0.117
Te 0.11411 3.44624 -1.40735 -0.962 0.533 -0.714 1.559
C -0.31335 3.33661 -3.51101 0.210 -0.173 -0.029 -0.465
C 0.20309 4.41432 -4.22419 0.194 0.066 0.484 -0.136
C -0.12992 4.57523 -5.55962 -0.067 -0.105 -0.020 -0.040
C -0.96302 3.65817 -6.17998 0.063 -0.006 0.091 -0.032
C -1.45710 2.57483 -5.46743 0.026 0.003 0.045 -0.050
C -1.13336 2.40649 -4.12891 -0.049 -0.241 0.269 -0.129
C -1.88789 4.13933 -1.01009 0.273 -0.162 0.080 -0.485
C -2.94580 3.26053 -1.22897 0.257 -0.037 -0.095 -0.172
C -4.24299 3.67431 -0.97322 0.020 -0.115 -0.039 -0.052
C -4.48263 4.95626 -0.50169 0.022 0.032 0.069 -0.035
C -3.42511 5.82490 -0.28573 0.002 0.035 -0.009 -0.047
C -2.12035 5.42130 -0.53554 0.280 -0.042 -0.144 -0.132
H 0.85181 5.13196 -3.73798 0.049 0.066 -0.072 0.098
H 0.26585 5.41164 -6.11322 0.051 0.103 -0.020 0.125
H -1.21850 3.78344 -7.22066 -0.039 -0.001 -0.084 0.125
H -2.09811 1.85871 -5.95809 -0.063 -0.079 -0.005 0.118
H -1.52168 1.55901 -3.57930 -0.050 -0.053 -0.027 0.090
H -2.74983 2.26452 -1.60988 -0.121 -0.019 -0.036 0.080
H -5.06149 2.99526 -1.15067 -0.134 -0.062 -0.030 0.122
H -5.49342 5.27831 -0.30759 -0.105 0.043 0.009 0.125
H -3.61469 6.82604 0.06619 -0.021 0.151 0.031 0.122
H -1.29685 6.10783 -0.38707 0.001 0.081 0.025 0.109
```
Positions in Å, forces in eV/Å.

LUMO level (alpha / beta) in eV: -11.42 / -10.99
Charge: +3
HOMO-LUMO gap (alpha / beta) in eV: 3.4 / 3.8
E_HOMO (alpha / beta) in eV: -14.78 / -14.81
Spin multiplicity: 2

(4)
Density functional theory data (ωB97M-V/def2-TZVPD) for an isolated ion of composition C3H10NS and charge +1 in a non-equilibrium geometry.

Geometry as XYZ:
```
15
Properties=species:S:1:pos:R:3:forces:R:3:nbo_charge:R:1
C -1.09995 1.10741 1.08427 2.328 -1.013 0.348 -0.251
N -0.33646 0.85011 2.28729 -2.001 -0.911 -0.478 -0.886
H -1.91343 0.38605 0.99975 -0.092 0.176 -0.075 0.235
H -1.44369 2.13670 1.03879 -0.012 0.174 -0.914 0.235
H -1.00590 0.96985 3.03240 0.795 -0.094 0.714 0.400
H 0.63228 1.02606 2.45164 0.076 0.647 -0.141 0.407
C 0.43088 -1.32869 -2.08292 0.387 0.049 -0.010 -0.640
C 0.69523 -0.96180 -0.61726 -0.136 0.576 0.228 -0.462
S -0.00455 0.75598 -0.43535 -1.364 1.605 0.153 0.502
H 0.32370 -0.42776 -2.69059 0.079 -0.110 -0.012 0.235
H -0.45751 -1.92822 -2.24121 -0.084 -0.119 0.179 0.247
H 1.31240 -1.85329 -2.45969 -0.243 -0.108 0.021 0.254
H 0.19475 -1.52710 0.16933 -0.002 -0.168 -0.196 0.267
H 1.75689 -0.92437 -0.40307 0.075 0.168 0.198 0.263
H 0.91535 1.71907 -0.13339 0.194 -0.871 -0.016 0.193
```
Positions in Å, forces in eV/Å.

LUMO level in eV: -3.70
Charge: +1
HOMO-LUMO gap in eV: 10.2
E_HOMO in eV: -13.93

(5)
Density functional theory data (ωB97M-V/def2-TZVPD) for one molecule with the formula C5H11NS in a non-equilibrium geometry.

Geometry as XYZ:
```
18
Properties=species:S:1:pos:R:3:forces:R:3:nbo_charge:R:1
C -2.61730 0.76168 0.09892 0.500 0.487 -0.697 -0.412
N -1.66400 -0.26873 0.52840 -1.893 0.283 0.068 -0.649
C -0.82932 -0.93444 -0.42605 -1.297 0.246 -0.488 -0.223
C 0.47662 -0.24310 -0.69809 0.444 -0.313 -0.755 -0.309
S 0.56038 1.50913 -0.24209 0.351 0.368 -0.526 0.081
C 1.42400 0.04788 0.37759 0.969 0.757 0.524 -0.292
C 2.93159 -0.01434 0.24285 -0.370 -2.434 -1.577 -0.606
H -2.17845 1.71717 -0.32211 -0.171 -0.976 0.370 0.172
H -3.28033 1.06826 0.89987 0.209 -0.094 0.526 0.203
H -3.31756 0.37981 -0.64635 0.248 -0.271 -0.227 0.186
H -1.31505 -0.07610 1.43935 0.586 -0.040 0.337 0.368
H -1.44820 -0.94703 -1.36894 0.784 -0.187 0.733 0.202
H -0.66368 -1.97936 -0.11784 0.079 0.209 -0.138 0.200
H 0.91350 -0.54604 -1.65597 0.055 0.394 0.202 0.225
H 1.12567 -0.17630 1.37101 -0.582 -0.382 0.806 0.208
H 3.22030 -1.10592 0.46388 -0.120 1.521 -0.260 0.206
H 3.16854 0.17251 -0.82873 0.182 0.011 0.760 0.215
H 3.49330 0.63492 0.88431 0.024 0.422 0.342 0.223
```
Positions in Å, forces in eV/Å.

Structure (SMILES): CNC[C@H]1S[C@@H]1C
LUMO level in eV: 0.98
HOMO-LUMO gap in eV: 9.4
E_HOMO in eV: -8.42

What did we get for ΔE to the lowest compared entry with this formula, charge and spin? Answer: 26.6, 33.3, 64.3, 186.0, 82.8 kJ/mol, in the order shown.
What did we get for total energy? Answer: -19582.7819, -95315.8521, -98801.4044, -15590.1743, -17687.6051 eV, in the order shown.